Record 1
# C50H39N11OSiTi

C50H39N11OSiTi as an isolated structure (ωB97M-V/def2-TZVPD, the OMol25 dataset).

Structure (XYZ):
```
103
C50H39N11OSiTi, DFT ωB97M-V/def2-TZVPD
Ti -0.337 0.201 0.399
C 2.581 0.754 6.133
C 3.604 1.421 5.400
C 3.430 1.785 4.094
C 2.199 1.470 3.480
C 1.687 1.675 2.184
N 0.401 1.186 2.090
C 0.100 0.659 3.329
N -1.083 0.129 3.723
C -2.020 -0.093 2.888
C -3.325 -0.645 3.262
C -3.838 -1.009 4.496
C -5.119 -1.540 4.517
C -5.860 -1.694 3.342
C -5.339 -1.321 2.112
C -4.055 -0.799 2.099
C -3.223 -0.310 0.994
N -3.636 -0.245 -0.213
C -2.908 0.344 -1.195
N -1.627 0.847 -1.099
C -1.367 1.472 -2.311
N -0.341 2.321 -2.581
C 0.655 2.505 -1.831
N 1.041 1.670 -0.683
C 2.023 2.507 0.034
N 2.344 2.409 1.250
C 2.492 3.541 -0.882
C 3.524 4.458 -0.744
C 3.730 5.352 -1.782
C 2.908 5.348 -2.913
C 1.855 4.454 -3.027
C 1.668 3.544 -1.995
C -2.466 1.339 -3.171
C -2.719 1.777 -4.492
C -3.922 1.456 -5.053
C -4.912 0.719 -4.337
C -4.690 0.303 -3.056
C -3.443 0.605 -2.469
N -1.977 0.083 1.497
C 1.191 0.811 4.207
C 1.379 0.454 5.557
H 2.771 0.485 7.165
H 4.538 1.645 5.900
H 4.208 2.296 3.540
H -3.254 -0.882 5.397
H -5.558 -1.841 5.460
H -6.858 -2.110 3.398
H -5.903 -1.427 1.195
H 4.143 4.459 0.144
H 4.537 6.071 -1.717
H 3.092 6.064 -3.704
H 1.194 4.459 -3.884
H -1.975 2.347 -5.035
H -4.145 1.774 -6.064
H -5.855 0.506 -4.825
H -5.435 -0.246 -2.493
H 0.595 -0.057 6.102
C -2.004 -4.048 -0.169
C -1.574 -2.691 -0.630
N -0.868 -1.926 0.118
N -0.442 -2.523 1.317
C 0.694 -1.978 1.648
O 1.209 -1.002 0.957
C 1.428 -2.450 2.842
C 2.689 -1.930 3.116
C 3.370 -2.332 4.254
C 2.793 -3.249 5.120
C 1.532 -3.767 4.849
C 0.849 -3.371 3.711
C -1.830 -2.298 -2.040
C -2.986 -2.698 -2.699
C -3.128 -2.398 -4.044
C -2.109 -1.717 -4.683
C -0.996 -1.353 -3.940
N -0.839 -1.638 -2.652
H -1.155 -4.733 -0.236
H -2.310 -4.017 0.873
H -2.801 -4.440 -0.795
H 3.113 -1.195 2.447
H 4.344 -1.914 4.473
H 3.321 -3.556 6.014
H 1.079 -4.476 5.530
H -0.138 -3.757 3.494
H -3.780 -3.204 -2.167
H -4.027 -2.681 -4.576
H -2.171 -1.452 -5.730
H -0.190 -0.798 -4.405
C 2.298 1.142 -4.400
Si 3.021 0.559 -2.774
C 4.584 1.512 -2.389
C 3.405 -1.272 -2.890
C 1.797 0.496 -1.300
H 3.117 1.271 -5.114
H 1.757 2.086 -4.330
H 1.619 0.397 -4.818
H 5.387 1.132 -3.028
H 4.898 1.385 -1.351
H 4.479 2.580 -2.584
H 4.045 -1.476 -3.753
H 2.491 -1.862 -3.004
H 3.924 -1.630 -1.998
H 2.361 0.032 -0.491
H 1.041 -0.246 -1.604
```

## Properties
Electronic energy in eV: -101919.5704
Energy relative to the best compared isomer or geometry (same formula, charge and spin) in kcal per mole: 6.45
Orbital gap in eV: 5.1
Molecular weight in Da: 885.89

Löwdin atomic charge list, values in e, 2 entries: number 1, Ti, carries 1.238; number 2, C, carries -0.092


Record 2
# C3H3Br2N4

A 2-piece molecular cluster, C3H3Br2N4 overall at a distorted geometry (ωB97M-V/def2-TZVPD, the OMol25 dataset).

Structure (XYZ):
```
12
C3H3Br2N4, DFT ωB97M-V/def2-TZVPD
C -1.015 -0.076 0.126
C 1.997 0.031 -0.004
C -0.172 0.864 -0.587
N -2.080 -1.114 1.652
N -1.446 0.030 1.485
N -1.617 -1.132 -0.444
N -2.176 -1.815 0.578
Br 3.109 1.499 -0.244
Br -0.081 0.674 -2.492
H 1.363 -0.173 0.866
H 2.108 -0.653 -0.770
H 0.011 1.866 -0.167
```

## Properties
Electronic energy in eV: -149202.4910
Energy relative to the best compared isomer or geometry (same formula, charge and spin) in kcal per mole: 35.59
Net charge: -1
Orbital gap (spin up / spin down) in eV: 7.3 / 6.9
Molecular weight in Da: 254.89

Löwdin atomic charge list, values in e, 2 entries: number 1, C, carries -0.581; number 2, C, carries -0.601


Record 3
# C16H17AsBrHgO2

C16H17AsBrHgO2 as an isolated structure at a distorted geometry (ωB97M-V/def2-TZVPD, the OMol25 dataset).

Structure (XYZ):
```
38
C16H17AsBrHgO2, DFT ωB97M-V/def2-TZVPD
Hg -0.395 0.074 -1.094
C -1.864 -3.944 2.077
As -0.886 -2.468 1.240
C 0.025 -3.570 -0.102
C 0.591 -2.267 2.542
C 1.197 -3.544 3.059
C 2.193 -4.213 2.346
C 2.772 -5.379 2.842
C 2.366 -5.898 4.065
C 1.367 -5.249 4.777
C 0.787 -4.089 4.274
H -1.197 -4.774 2.327
H -2.612 -4.287 1.360
H -2.375 -3.605 2.979
H 0.335 -4.531 0.314
H 0.899 -3.048 -0.496
H -0.670 -3.740 -0.923
H 0.170 -1.668 3.347
H 1.331 -1.654 2.026
H 2.528 -3.810 1.396
H 3.551 -5.875 2.273
H 2.822 -6.800 4.455
H 1.042 -5.641 5.735
H 0.003 -3.590 4.837
Br 6.222 -0.176 3.947
C 4.553 0.551 3.460
C 3.814 1.240 4.405
C 2.566 1.738 4.053
C 2.094 1.498 2.774
C 2.845 0.857 1.805
C 4.091 0.372 2.158
C 0.604 1.836 2.395
O 0.452 3.042 2.802
O -0.051 1.003 1.834
H 4.204 1.391 5.403
H 1.971 2.290 4.768
H 2.453 0.717 0.806
H 4.694 -0.161 1.434
```

## Properties
Electronic energy in eV: -156016.8142
Energy relative to the best compared isomer or geometry (same formula, charge and spin) in kcal per mole: 0.16
Orbital gap (spin up / spin down) in eV: 8.2 / 4.6
Molecular weight in Da: 596.73
<S²>: 0.756
2S+1: 2

Löwdin atomic charge list, values in e, 2 entries: number 1, Hg, carries 0.297; number 2, C, carries -0.345


Record 4
# C9H26BCdCl2F4N2O3PS

C9H26BCdCl2F4N2O3PS as an isolated structure (ωB97M-V/def2-TZVPD, the OMol25 dataset).

Structure (XYZ):
```
50
C9H26BCdCl2F4N2O3PS, DFT ωB97M-V/def2-TZVPD
Cd 0.059 0.289 -0.525
N -4.000 -0.859 -0.146
C -3.812 -0.029 1.082
P -3.009 1.559 0.607
O -4.032 2.547 0.175
O -1.893 1.149 -0.316
C -2.366 2.317 2.181
N -3.021 3.667 2.229
H -3.094 -1.019 -0.637
H -4.650 -0.416 -0.801
H -4.376 -1.781 0.090
H -3.191 -0.609 1.762
H -4.788 0.162 1.526
H -1.283 2.427 2.158
H -2.645 1.756 3.070
H -3.696 3.649 1.413
H -2.359 4.432 2.101
H -3.529 3.832 3.098
F 0.388 -2.034 -0.612
B -0.963 -2.310 -0.224
F -1.773 -1.674 -1.226
F -1.239 -3.602 -0.052
F -1.189 -1.517 0.941
C 1.537 -3.815 2.555
C 2.786 -2.949 2.645
C 2.743 -1.761 1.684
S 1.597 -0.511 2.293
O 1.392 0.479 1.116
C 2.659 0.404 3.444
C 3.380 1.606 2.843
C 4.594 1.256 1.993
H 1.582 -4.630 3.275
H 1.438 -4.252 1.561
H 0.630 -3.243 2.760
H 3.671 -3.534 2.390
H 2.944 -2.608 3.672
H 2.325 -2.063 0.724
H 3.709 -1.286 1.527
H 3.360 -0.342 3.823
H 2.009 0.694 4.268
H 3.678 2.233 3.684
H 2.675 2.192 2.251
H 5.285 0.609 2.534
H 5.137 2.159 1.720
H 4.307 0.758 1.067
Cl 0.423 0.194 -3.099
C 0.778 1.942 -3.221
Cl 1.139 2.593 -1.605
H -0.102 2.442 -3.613
H 1.653 2.066 -3.849
```

## Properties
Electronic energy in eV: -80151.7820
Energy relative to the best compared isomer or geometry (same formula, charge and spin) in kcal per mole: 0.00
Net charge: +2
Orbital gap in eV: 9.7
Molecular weight in Da: 543.48

Löwdin atomic charge list, values in e, 2 entries: number 1, Cd, carries 1.316; number 2, N, carries 0.169


Q: electronic energy of number 2 (C3H3Br2N4)?
A: -149202.4910 eV


What did the second record say?
# C3H3Br2N4

A 2-piece molecular cluster, C3H3Br2N4 overall at a distorted geometry (ωB97M-V/def2-TZVPD, the OMol25 dataset).

Structure (XYZ):
```
12
C3H3Br2N4, DFT ωB97M-V/def2-TZVPD
C -1.015 -0.076 0.126
C 1.997 0.031 -0.004
C -0.172 0.864 -0.587
N -2.080 -1.114 1.652
N -1.446 0.030 1.485
N -1.617 -1.132 -0.444
N -2.176 -1.815 0.578
Br 3.109 1.499 -0.244
Br -0.081 0.674 -2.492
H 1.363 -0.173 0.866
H 2.108 -0.653 -0.770
H 0.011 1.866 -0.167
```

## Properties
Electronic energy in eV: -149202.4910
Energy relative to the best compared isomer or geometry (same formula, charge and spin) in kcal per mole: 35.59
Net charge: -1
Orbital gap (spin up / spin down) in eV: 7.3 / 6.9
Molecular weight in Da: 254.89

Löwdin atomic charge list, values in e, 2 entries: number 1, C, carries -0.581; number 2, C, carries -0.601


Q: Which of these has the lowest electronic energy?
A: C16H17AsBrHgO2


Q: Which formula does entry 1 have?
A: C50H39N11OSiTi